No. 1
{
  "formula": "C47H74Cl39F3IN4O8S2",
  "method": "wB97M-V/def2-TZVPD",
  "elements": ["C", "C", "C", "C", "C", "C", "C", "C", "C", "C", "C", "C", "C", "C", "N", "C", "C", "O", "C", "C", "O", "N", "C", "Cl", "I", "C", "C", "N", "S", "O", "O", "C", "F", "F", "F", "C", "N", "C", "C", "O", "C", "C", "O", "S", "C", "O", "O", "H", "H", "H", "H", "H", "H", "H", "H", "H", "H", "H", "H", "H", "H", "H", "H", "H", "H", "H", "H", "H", "H", "H", "H", "H", "H", "H", "H", "H", "H", "H", "H", "H", "H", "H", "H", "C", "Cl", "Cl", "H", "H", "C", "Cl", "Cl", "H", "H", "C", "Cl", "Cl", "H", "H", "C", "Cl", "Cl", "H", "H", "C", "Cl", "Cl", "H", "H", "C", "Cl", "Cl", "H", "H", "C", "Cl", "Cl", "H", "H", "C", "Cl", "Cl", "H", "H", "C", "Cl", "Cl", "H", "H", "C", "Cl", "Cl", "H", "H", "C", "Cl", "Cl", "H", "H", "C", "Cl", "Cl", "H", "H", "C", "Cl", "Cl", "H", "H", "C", "Cl", "Cl", "H", "H", "C", "Cl", "Cl", "H", "H", "C", "Cl", "Cl", "H", "H", "C", "Cl", "Cl", "H", "H", "C", "Cl", "Cl", "H", "H", "C", "Cl", "Cl", "H", "H"],
  "positions_angstrom": [[-3.666668, -2.220785, 3.504819], [-2.828835, -1.515860, 2.819084], [-1.603741, -0.867467, 2.105934], [-1.816852, 0.069858, 0.761332], [-0.194006, 0.307537, 0.594315], [0.563231, 1.362340, -0.231552], [2.047088, 1.736024, 0.351434], [2.973043, 0.822834, 1.185312], [4.367347, 1.383258, 1.707914], [4.896805, 2.829447, 1.376305], [3.991175, 3.739022, 0.478350], [2.615825, 3.186657, 0.009521], [-2.608896, 1.465635, 1.136970], [-2.993234, 1.598085, 2.751264], [-1.834618, 2.714460, 1.028524], [-1.043323, 3.247061, 2.140940], [0.159875, 2.676854, 3.015701], [-1.419884, 4.400403, 2.594012], [-2.148553, 3.897992, 0.288503], [-3.426230, 4.927223, 0.313251], [-1.203913, 4.510945, -0.348693], [-4.012074, 1.568893, 0.637638], [-4.445798, 0.908910, -0.636202], [-6.335247, 1.163463, -0.506154], [-4.370675, 2.461153, -2.165270], [-4.014759, -0.622148, -0.827792], [-4.415847, -1.272244, -2.291051], [-5.315855, -0.518697, -3.157213], [-5.237645, -1.558299, 0.199418], [-5.658059, -0.946224, 1.545435], [-4.883642, -2.941664, 0.687219], [-6.877232, -2.110358, -0.536618], [-6.833166, -3.459189, -1.087972], [-7.814640, -2.273306, 0.561500], [-7.545382, -1.371383, -1.501301], [-2.367802, -0.828910, -0.547747], [-1.531230, -0.416278, -1.699814], [-0.698100, -1.309650, -2.514773], [0.946014, -1.392211, -2.513987], [-1.052116, -2.042745, -3.516516], [-1.783393, 0.580017, -2.716295], [-1.042331, 2.039847, -2.924143], [-2.435864, 0.423280, -3.832563], [-1.906867, -2.657026, -0.415330], [-2.672553, -3.895762, -1.529936], [-0.425410, -3.026527, -0.238665], [-2.241151, -3.450380, 0.869833], [-4.648522, -2.572824, 4.004375], [-0.789047, -1.680527, 1.909205], [-1.065684, -0.277682, 2.955818], [0.184720, -0.728751, 0.216280], [0.366458, 0.360349, 1.615171], [0.136391, 2.386826, -0.482857], [0.868555, 0.930276, -1.270605], [2.634677, -0.233299, 1.459176], [5.078607, 0.748606, 2.366056], [5.894930, 3.254256, 1.734144], [4.282400, 4.807231, 0.139328], [1.936314, 3.877010, -0.622249], [-3.538590, 2.617342, 2.902663], [-2.184292, 1.366897, 3.496708], [-3.830511, 0.853404, 3.082531], [1.214566, 2.883757, 2.608123], [0.183044, 3.182644, 4.077406], [-0.009196, 1.560119, 3.296755], [-3.008343, 5.923383, 0.741155], [-3.903328, 5.067838, -0.713739], [-4.189728, 4.572332, 1.120506], [-4.762631, 1.277110, 1.324952], [-4.380861, 2.549856, 0.509523], [-3.469605, -1.554512, -2.912736], [-4.857166, -2.350066, -2.202937], [-4.892032, -0.105166, -4.000784], [-6.046101, -1.164348, -3.526203], [1.364297, -0.692878, -3.334293], [1.303737, -2.479048, -2.695353], [1.409434, -1.080244, -1.517814], [0.091881, 1.938486, -3.037147], [-1.416368, 2.629219, -3.823027], [-1.389107, 2.628702, -2.004541], [-3.700867, -4.318110, -1.155752], [-2.844289, -3.657650, -2.625754], [-1.974954, -4.828241, -1.505977], [1.045580, 5.904061, 5.637192], [0.529214, 5.013947, 7.073608], [1.886567, 4.845372, 4.498097], [0.168390, 6.325659, 5.147122], [1.719641, 6.705047, 5.939965], [-6.407168, 1.922521, -6.300826], [-4.702632, 1.727279, -5.872915], [-7.113531, 0.394591, -6.834448], [-6.952834, 2.276854, -5.426501], [-6.488396, 2.650792, -7.106039], [5.883697, 5.190332, 5.499033], [6.346061, 3.524504, 5.864104], [5.340234, 5.345896, 3.824694], [5.073269, 5.487297, 6.164302], [6.745298, 5.839489, 5.654300], [-5.834981, -5.509867, -3.550219], [-5.448788, -4.125066, -4.580437], [-4.628811, -5.715090, -2.271389], [-6.814083, -5.350770, -3.096823], [-5.854620, -6.411962, -4.161039], [0.916835, -5.756367, -3.557036], [0.569780, -4.649029, -2.222254], [1.881760, -7.132394, -3.011368], [-0.024004, -6.123793, -3.966190], [1.469615, -5.219913, -4.327929], [6.286023, 0.714396, -1.205733], [6.845417, 0.994060, -2.859578], [4.992834, -0.490351, -1.164390], [7.121734, 0.357305, -0.604349], [5.909793, 1.650913, -0.795216], [-10.667345, -3.441819, 0.852653], [-11.062606, -2.967809, 2.509012], [-11.079274, -5.135394, 0.557848], [-11.229663, -2.814970, 0.161032], [-9.598908, -3.303966, 0.690141], [2.787560, -9.332898, -6.284872], [1.425961, -8.208163, -6.221999], [4.171300, -8.613447, -7.117073], [3.081242, -9.591109, -5.267760], [2.480389, -10.231126, -6.819486], [0.836746, 7.020794, 10.752493], [1.534650, 7.588216, 9.230665], [1.279811, 5.339537, 11.070650], [1.206468, 7.644459, 11.565677], [-0.248583, 7.095907, 10.693888], [7.556026, -0.842458, -6.428581], [7.305170, 0.771789, -5.753313], [8.354444, -0.759806, -8.003224], [8.179216, -1.418806, -5.745445], [6.589266, -1.330653, -6.547064], [-9.417900, -2.126679, -8.964333], [-8.928221, -3.742329, -8.440171], [-9.957761, -2.137444, -10.646761], [-10.235463, -1.782783, -8.332496], [-8.569549, -1.451064, -8.869769], [10.328827, 3.942558, 6.426772], [10.388089, 5.146619, 5.133309], [9.165240, 4.410052, 7.673978], [10.029049, 2.983343, 6.004398], [11.322537, 3.852238, 6.885975], [14.293472, 3.921695, 6.319822], [13.092860, 2.882068, 7.104044], [13.611315, 4.756182, 4.921884], [14.641857, 4.662888, 7.038360], [15.129818, 3.306710, 5.989314], [-10.277941, 3.043683, -8.126572], [-8.590841, 2.980137, -8.653738], [-10.950966, 1.421334, -7.934893], [-10.330623, 3.563526, -7.170549], [-10.861255, 3.582822, -8.872222], [7.568277, 1.622340, 9.474500], [9.276864, 1.422843, 9.881797], [6.859827, 0.098545, 8.925497], [7.031187, 1.964295, 10.358664], [7.478430, 2.361678, 8.678872], [3.037499, -7.547616, -10.390499], [1.675599, -6.422067, -10.324281], [4.421012, -6.827881, -11.222584], [3.331900, -7.806864, -9.373914], [2.729573, -8.445006, -10.926397], [6.923834, -1.491880, 4.086466], [6.681542, 0.119649, 4.771381], [7.699856, -1.401608, 2.500429], [7.556980, -2.070654, 4.758207], [5.955788, -1.980390, 3.979550], [12.657999, 0.800351, 11.603792], [13.368788, 1.365120, 10.086544], [13.094636, -0.881564, 11.927048], [13.023017, 1.423854, 12.419305], [11.573246, 0.877881, 11.537167], [-9.947956, -5.776556, -5.122779], [-8.859822, -5.775807, -3.726643], [-9.311698, -6.793630, -6.420857], [-10.918007, -6.164397, -4.813456], [-10.058279, -4.756564, -5.490188]],
  "forces_ev_per_angstrom": [[2.330, 3.830, -2.876], [-2.726, -3.221, 2.654], [-0.391, -0.980, 1.998], [1.930, -0.792, 1.404], [1.512, -1.328, 0.352], [2.757, 1.102, -2.016], [3.363, 1.472, 1.328], [0.830, 3.711, -0.604], [-1.101, 2.336, -1.538], [-3.976, -1.338, -1.694], [-1.671, -3.523, 0.703], [1.423, -1.526, 1.467], [0.391, -0.214, 4.534], [-2.351, -1.288, 0.669], [0.613, 0.692, -0.741], [-0.337, 4.574, 4.380], [-0.241, -1.285, 1.209], [1.194, -4.592, -2.696], [2.591, 5.721, -3.804], [-0.252, -1.061, 1.738], [-3.409, -3.706, 2.570], [-2.088, 0.455, -0.798], [-1.912, 0.384, -1.242], [0.862, -1.149, 0.631], [1.131, -0.189, -0.539], [-0.301, 0.591, -1.746], [1.049, -1.838, -2.274], [-0.761, -0.593, -0.293], [-0.807, -4.814, 9.886], [1.179, 1.426, -4.599], [0.247, 2.792, -3.632], [-5.237, -2.844, -1.669], [0.635, 3.758, 1.323], [3.266, 1.053, -2.733], [1.662, -1.146, 2.025], [-0.006, 1.899, 0.294], [-0.433, 0.109, -1.677], [3.319, -5.350, -5.343], [0.194, 0.903, 1.292], [-0.641, 3.561, 4.955], [-1.744, 3.540, -7.411], [-0.101, -0.246, 1.958], [1.778, -1.225, 5.651], [3.070, -8.863, 6.997], [-1.389, -1.489, -1.883], [-1.160, 3.895, -3.321], [-2.182, 3.415, -2.310], [2.466, 0.610, -1.114], [-1.906, 1.240, -0.109], [-1.152, -0.535, -1.780], [-0.813, 1.717, 0.558], [-1.772, -0.034, -1.442], [0.105, -1.553, 0.713], [-0.838, 0.644, 1.741], [0.734, 1.650, -0.388], [-1.574, 0.979, -1.289], [-1.629, -1.021, -0.403], [-0.444, -2.099, 0.788], [1.241, -1.236, 1.165], [1.591, -1.455, -0.286], [-0.644, 0.845, -1.082], [1.549, 0.766, -0.942], [-1.827, -0.615, 0.049], [-0.696, -0.664, -2.508], [0.634, 1.727, -0.978], [-0.544, -1.914, -0.943], [0.840, -0.270, 1.609], [0.871, 0.607, -1.492], [1.287, -0.800, 0.077], [1.144, -0.377, 0.034], [-1.094, 0.933, 1.585], [0.601, 1.869, 0.677], [0.322, -0.284, 0.840], [0.658, 0.810, 0.614], [-0.888, -1.101, 1.236], [-1.143, 2.112, 0.102], [-0.649, -0.283, -1.334], [-1.623, 0.116, 0.618], [0.093, -1.517, 1.055], [1.342, -0.474, -1.220], [2.386, 2.144, 0.276], [0.600, 0.193, 1.360], [-0.673, 2.166, 0.357], [-0.135, 0.292, 0.040], [-0.076, -0.044, -0.073], [0.367, 0.440, 0.151], [0.125, -0.194, 0.049], [-0.041, -0.222, -0.003], [-0.208, 0.234, -0.041], [0.121, 0.045, 0.053], [0.012, -0.039, 0.129], [0.113, -0.153, -0.098], [0.104, -0.227, 0.128], [0.075, 0.229, 0.207], [-0.106, -0.057, 0.021], [0.042, 0.139, -0.005], [0.052, -0.170, -0.173], [-0.053, -0.209, -0.105], [-0.170, -0.251, 0.106], [-0.040, 0.103, 0.012], [-0.863, -1.148, -0.592], [0.797, 0.133, -0.012], [0.075, 0.205, 0.055], [0.026, -0.041, -0.315], [0.043, -0.543, -0.143], [0.027, 0.035, 0.113], [0.146, 0.019, 0.156], [-0.025, -0.099, 0.184], [0.223, 0.348, 0.183], [-0.086, -0.077, 0.546], [0.008, -0.141, -0.036], [-0.167, -0.060, -0.147], [-0.068, -0.221, -0.113], [0.129, 0.113, -0.180], [0.053, 0.114, -0.038], [0.039, 0.018, -0.119], [-0.026, -0.158, 0.181], [-0.391, -0.205, 0.156], [-0.031, -0.246, 0.157], [-0.110, -0.103, -0.193], [0.123, -0.109, 0.138], [-0.019, 0.185, -0.156], [0.027, 0.241, 0.003], [-0.170, 0.086, 0.193], [0.025, 0.230, 0.053], [-0.061, 0.019, 0.063], [0.052, -0.147, -0.193], [0.207, -0.088, -0.094], [-0.035, -0.237, 0.083], [0.042, -0.020, -0.501], [-0.018, -0.109, 0.020], [-0.029, 0.199, -0.127], [0.145, 0.189, -0.050], [-0.040, 0.250, 0.040], [0.024, -0.013, 0.174], [0.002, 0.104, 0.075], [0.075, -0.140, -0.141], [-0.070, -0.155, -0.101], [0.109, -0.056, 0.023], [-0.324, -0.012, -0.047], [-0.003, 0.082, 0.190], [-0.070, 0.203, 0.032], [-1.140, 0.463, -0.360], [0.412, 0.129, -0.051], [1.168, -0.533, 0.218], [0.315, -0.032, 0.036], [-0.194, -0.128, -0.089], [-0.251, 0.012, 0.035], [-0.199, 0.208, 0.076], [-0.100, 0.205, -0.165], [-0.064, 0.033, 0.035], [0.074, -0.175, -0.139], [0.161, -0.190, 0.044], [-0.185, 0.239, 0.032], [0.033, 0.081, -0.018], [-0.087, 0.047, -0.024], [0.140, -0.181, -0.097], [0.127, -0.196, 0.060], [0.024, -0.256, 0.100], [-0.082, -0.061, 0.061], [0.048, -0.093, 0.029], [-0.079, 0.203, -0.262], [0.025, 0.247, -0.022], [-0.051, -0.236, 0.155], [-0.068, -0.019, 0.047], [-0.022, -0.082, -0.034], [-0.026, 0.192, -0.144], [0.148, 0.172, -0.054], [-0.127, 0.099, 0.193], [-0.091, 0.082, 0.067], [-0.065, 0.025, 0.081], [0.047, -0.149, -0.183], [0.203, -0.094, -0.072], [-0.356, 0.038, -0.261], [-0.732, -0.012, -0.038], [-0.078, 0.097, 0.054], [0.249, -0.037, 0.011], [0.188, -0.172, 0.045]],
  "total_charge": 1,
  "total_energy_ha": -21996.097969,
  "mol_weight_g_mol": 2453.83,
  "e_lumo_ha": -0.161
}

No. 2
{
  "formula": "C2H9NOS",
  "method": "wB97M-V/def2-TZVPD",
  "elements": ["C", "S", "H", "H", "H", "H", "N", "C", "O", "H", "H", "H", "H", "H"],
  "positions_angstrom": [[-1.935291, 0.465231, 1.314495], [-2.030956, -0.721285, -0.030926], [-2.921617, 0.584525, 1.739582], [-1.656625, 1.404856, 0.840619], [-1.158166, 0.156266, 2.014105], [-1.326574, -1.710841, 0.542276], [1.122050, -0.901685, -1.114569], [1.427882, 0.506857, -0.945245], [2.219642, 0.704511, 0.197253], [0.630114, -1.066966, -1.990254], [0.528988, -1.249072, -0.354679], [0.540372, 1.122964, -0.833805], [1.960751, 0.847246, -1.837625], [2.599436, -0.142603, 0.458771]],
  "forces_ev_per_angstrom": [[0.719, 0.019, -0.467], [0.389, -0.289, -0.176], [-0.203, -0.103, 0.307], [0.019, 0.188, 0.095], [-0.368, 0.147, 0.101], [-0.295, -0.167, 0.117], [-1.814, 1.067, 0.120], [1.303, -0.243, 0.208], [-0.564, -0.191, -0.010], [0.371, -0.298, -0.241], [0.455, -0.332, 0.156], [-0.313, 0.130, -0.053], [-0.016, -0.037, -0.112], [0.317, 0.108, -0.045]],
  "multiplicity": 2,
  "total_charge": 1,
  "total_energy_ha": -609.415611,
  "mol_weight_g_mol": 95.17,
  "de_lowest_kj_mol": 60.3,
  "e_lumo_ha": [-0.135, -0.336]
}